One molecule with the formula C4H8O2, computed with the ωB97M-V functional and the def2-TZVPD basis.

```
14
Properties=species:S:1:pos:R:3
O -1.808 0.298 -0.861
C -0.991 -0.190 0.186
C 0.171 -1.061 -0.341
C 1.384 -0.107 -0.285
O 0.853 1.185 -0.017
C -0.236 0.953 0.860
H -1.245 0.873 -1.398
H -1.657 -0.729 0.865
H -0.062 -1.389 -1.358
H 0.328 -1.951 0.275
H 1.953 -0.047 -1.216
H 2.071 -0.398 0.525
H 0.124 0.666 1.862
H -0.829 1.867 0.933
```

LUMO energy: 0.991 eV
Charge: 0

One molecule with the formula C4H8O2, computed with the ωB97M-V functional and the def2-TZVPD basis.

```
14
Properties=species:S:1:pos:R:3
C -1.143 -0.484 -0.952
C -0.462 0.583 -0.114
O -1.473 1.126 0.719
C 0.695 0.075 0.770
C 1.914 -0.493 0.065
O 1.877 -1.338 -0.798
H -1.938 -0.034 -1.555
H -0.432 -0.991 -1.607
H -1.606 -1.222 -0.289
H -0.064 1.371 -0.774
H -1.049 1.719 1.348
H 0.314 -0.704 1.446
H 1.024 0.908 1.405
H 2.896 -0.106 0.414
```

LUMO energy: 0.739 eV
Charge: 0

One molecule with the formula C4H8O2, computed with the ωB97M-V functional and the def2-TZVPD basis.

```
14
Properties=species:S:1:pos:R:3
C -1.908 -0.207 0.726
C -1.055 -0.176 -0.527
O 0.254 -0.638 -0.162
C 1.252 0.040 -0.784
C 2.231 0.590 0.221
O 1.280 0.237 -1.972
H -2.227 -1.218 0.991
H -1.332 0.198 1.565
H -2.795 0.418 0.588
H -1.461 -0.771 -1.349
H -0.952 0.854 -0.883
H 1.689 0.793 1.148
H 2.666 1.510 -0.174
H 3.026 -0.127 0.439
```

LUMO energy: 0.944 eV
Charge: 0

A 2-piece molecular cluster, C4H8O2 overall in a non-equilibrium geometry, computed with the ωB97M-V functional and the def2-TZVPD basis.

```
14
Properties=species:S:1:pos:R:3
C 1.622 0.474 -2.495
C 2.666 -0.661 -2.791
O 2.969 -1.502 -1.969
H 0.640 0.092 -2.229
H 1.931 1.129 -1.572
H 1.603 1.016 -3.438
H 3.376 -0.443 -3.596
C -2.103 -0.161 3.203
C -2.095 0.325 1.754
O -1.349 -0.088 0.871
H -1.060 -0.424 3.536
H -2.482 0.527 3.961
H -2.636 -1.093 3.456
H -3.084 0.809 1.309
```

LUMO energy: 0.794 eV
Charge: 0

One molecule with the formula C4H8O2, computed with the ωB97M-V functional and the def2-TZVPD basis.

```
14
Properties=species:S:1:pos:R:3
C -0.099 1.514 -0.065
C -0.240 -0.018 -0.240
C -1.556 -0.730 0.074
O 0.736 -0.532 0.705
C 1.935 -0.857 0.217
O 2.168 -1.271 -0.888
H -1.018 2.033 0.217
H 0.621 1.688 0.743
H 0.323 1.990 -0.957
H 0.069 -0.327 -1.244
H -1.326 -1.794 0.205
H -2.283 -0.662 -0.744
H -2.028 -0.373 0.993
H 2.698 -0.660 0.984
```

LUMO energy: 0.993 eV
Charge: 0

One molecule with the formula C4H8O2, computed with the ωB97M-V functional and the def2-TZVPD basis.

```
14
Properties=species:S:1:pos:R:3
C -1.731 0.939 0.194
O -1.005 0.177 -0.737
C 0.382 0.121 -0.548
C 0.990 -0.058 0.858
O 1.657 -1.260 0.454
C 0.948 -1.278 -0.794
H -1.849 0.401 1.145
H -1.267 1.914 0.395
H -2.723 1.103 -0.236
H 0.879 0.921 -1.116
H 0.260 -0.239 1.657
H 1.701 0.712 1.181
H 0.144 -2.025 -0.804
H 1.613 -1.428 -1.649
```

LUMO energy: 1.018 eV
Charge: 0

A 2-piece molecular cluster, C4H8O2 overall, computed with the ωB97M-V functional and the def2-TZVPD basis.

```
14
Properties=species:S:1:pos:R:3
C 0.037 -1.349 0.009
C -0.468 -0.275 -0.608
C -0.188 0.090 -2.034
O -1.297 0.634 -0.031
H 0.697 -2.024 -0.524
H -0.224 -1.603 1.032
H -1.100 -0.006 -2.633
H 0.135 1.135 -2.098
H 0.585 -0.552 -2.462
H -1.329 0.483 0.931
C 0.850 0.866 2.109
O -0.236 0.603 2.572
H 1.782 0.622 2.650
H 0.963 1.359 1.127
```

LUMO energy: 0.566 eV
Charge: 0

C4H8O2 as an isolated structure, computed with the ωB97M-V functional and the def2-TZVPD basis.

```
14
Properties=species:S:1:pos:R:3
C -1.319 -0.003 -1.883
O -0.508 -0.405 -0.806
C 0.161 0.680 -0.189
C 0.996 0.143 0.945
C 0.491 -0.784 1.890
O 1.432 -1.524 2.341
H -1.797 -0.902 -2.285
H -0.729 0.473 -2.684
H -2.103 0.707 -1.567
H -0.587 1.425 0.151
H 0.815 1.202 -0.912
H 1.675 0.870 1.405
H 2.008 -0.916 1.371
H -0.535 -0.967 2.224
```

LUMO energy: 0.717 eV
Charge: 0

A 2-piece molecular cluster, C4H8O2 overall in a non-equilibrium geometry, computed with the ωB97M-V functional and the def2-TZVPD basis.

```
14
Properties=species:S:1:pos:R:3
C -1.262 0.214 -0.807
C 0.086 0.542 -0.229
O 0.442 1.836 -0.274
C 0.079 -1.087 1.572
C 0.742 -0.227 0.790
O 1.291 -0.814 -1.009
H -2.073 0.783 -0.327
H -1.474 -0.850 -0.717
H -1.251 0.470 -1.869
H -0.116 2.335 -0.891
H 0.536 -1.463 2.474
H -0.886 -1.501 1.292
H 1.682 0.217 1.102
H 2.204 -0.479 -1.072
```

LUMO energy: 0.488 eV
Charge: 0

A 2-piece molecular cluster, C4H8O2 overall in a non-equilibrium geometry, computed with the ωB97M-V functional and the def2-TZVPD basis.

```
14
Properties=species:S:1:pos:R:3
C -0.540 -0.506 0.878
C -0.009 0.051 -0.215
C -0.647 1.011 -1.111
C 0.014 1.866 -1.904
O -1.961 1.314 -0.838
H -1.585 -0.626 1.148
H 0.091 -0.988 1.629
H 1.020 -0.237 -0.416
H -0.479 2.552 -2.586
H 1.042 2.163 -2.056
H -2.580 1.455 -1.532
O 2.578 -2.962 2.596
H 1.665 -3.080 2.825
H 2.690 -2.899 1.641
```

LUMO energy: 0.696 eV
Charge: 0

One molecule with the formula C4H8O2, computed with the ωB97M-V functional and the def2-TZVPD basis.

```
14
Properties=species:S:1:pos:R:3
C 0.548 -1.076 -0.039
C -0.938 -1.119 0.225
O -1.072 -0.197 1.300
C -0.266 0.878 0.965
O 0.803 0.344 0.105
C 0.892 0.909 -1.497
H 1.160 -1.622 0.683
H 0.816 -1.309 -1.066
H -1.483 -0.758 -0.659
H -1.307 -2.091 0.542
H 0.133 1.318 1.885
H -0.777 1.638 0.364
H 1.610 1.723 -1.306
H -0.117 1.362 -1.501
```

LUMO energy: 0.849 eV
Charge: 0

A 3-piece molecular cluster, C4H8O2 overall in a non-equilibrium geometry, computed with the ωB97M-V functional and the def2-TZVPD basis.

```
14
Properties=species:S:1:pos:R:3
C -0.866 -1.894 0.073
O -1.030 -0.593 0.594
C -0.733 0.435 -0.236
C -0.649 1.683 0.219
C 1.856 -0.371 -0.392
O 2.524 -0.259 -1.306
H -1.354 -2.571 0.776
H -1.335 -1.994 -0.915
H 0.196 -2.161 -0.004
H -0.612 0.187 -1.293
H -0.436 2.512 -0.444
H -0.805 1.884 1.275
H 1.290 1.742 0.812
H 1.954 1.399 0.840
```

LUMO energy: 0.990 eV
Charge: 0

| no. | HOMO-LUMO gap (Ha) |
| --- | --- |
| 1 | 0.39704 |
| 2 | 0.39388 |
| 3 | 0.41815 |
| 4 | 0.38440 |
| 5 | 0.42906 |
| 6 | 0.39245 |
| 7 | 0.34514 |
| 8 | 0.34446 |
| 9 | 0.30385 |
| 10 | 0.34501 |
| 11 | 0.30940 |
| 12 | 0.35809 |